Version P
{
  "formula": "C7H19Cl4N5O10",
  "method": "ωB97M-V/def2-TZVPD",
  "gap_ev": 10.407,
  "total_charge": 0,
  "homo_ev": -10.84,
  "smiles": "C[N+](=O)[O-].C[N+](=O)[O-].C[N+](=O)[O-].C[N+](=O)[O-].C[N+](=O)[O-].ClCCl.ClCCl",
  "symbols": ["C", "N", "O", "O", "H", "H", "H", "C", "N", "O", "O", "H", "H", "H", "C", "N", "O", "O", "H", "H", "H", "C", "N", "O", "O", "H", "H", "H", "C", "N", "O", "O", "H", "H", "H", "Cl", "C", "Cl", "H", "H", "Cl", "C", "Cl", "H", "H"],
  "positions_angstrom": [[-22.78, 8.32, 4.14], [-21.95, 8.57, 3.00], [-21.33, 7.62, 2.57], [-21.82, 9.70, 2.49], [-22.52, 7.47, 4.77], [-23.74, 8.10, 3.66], [-22.87, 9.22, 4.75], [-25.68, 4.18, 8.37], [-25.64, 5.61, 8.03], [-26.49, 6.17, 7.26], [-24.77, 6.33, 8.51], [-26.32, 4.24, 9.26], [-24.68, 3.76, 8.47], [-26.27, 3.52, 7.73], [-22.45, 13.76, 4.76], [-21.20, 13.08, 5.17], [-21.20, 12.29, 6.14], [-20.26, 13.09, 4.35], [-23.18, 13.55, 5.54], [-22.82, 13.29, 3.85], [-22.24, 14.82, 4.60], [-26.54, 11.00, 8.04], [-27.02, 12.19, 8.76], [-26.77, 12.43, 9.90], [-27.62, 12.98, 8.09], [-27.41, 10.50, 7.61], [-26.03, 10.33, 8.73], [-25.88, 11.40, 7.27], [-19.04, 2.43, 5.12], [-20.19, 2.23, 4.22], [-20.79, 1.21, 4.25], [-20.52, 3.20, 3.40], [-19.22, 3.44, 5.49], [-18.10, 2.52, 4.58], [-19.02, 1.71, 5.94], [-24.62, 3.68, 14.90], [-22.86, 3.52, 14.62], [-22.41, 2.53, 13.19], [-22.33, 4.47, 14.61], [-22.49, 2.95, 15.48], [-20.44, 7.30, 8.14], [-20.89, 8.39, 9.56], [-21.32, 7.36, 10.97], [-20.08, 9.09, 9.78], [-21.70, 9.07, 9.30]]
}

Version Q
{
  "formula": "C7H19Cl4N5O10",
  "method": "ωB97M-V/def2-TZVPD",
  "gap_ev": 10.043,
  "total_charge": 0,
  "homo_ev": -10.39,
  "smiles": "C[N+](=O)[O-].C[N+](=O)[O-].C[N+](=O)[O-].C[N+](=O)[O-].C[N+](=O)[O-].ClCCl.ClCCl",
  "symbols": ["C", "N", "O", "O", "H", "H", "H", "C", "N", "O", "O", "H", "H", "H", "C", "N", "O", "O", "H", "H", "H", "C", "N", "O", "O", "H", "H", "H", "C", "N", "O", "O", "H", "H", "H", "Cl", "C", "Cl", "H", "H", "Cl", "C", "Cl", "H", "H"],
  "positions_angstrom": [[-12.54, 2.22, 3.61], [-11.33, 1.32, 3.50], [-11.50, 0.20, 3.12], [-10.28, 1.83, 3.81], [-13.29, 1.69, 3.02], [-12.30, 3.20, 3.20], [-12.82, 2.18, 4.66], [-6.78, -0.08, 3.91], [-8.06, -0.83, 3.68], [-8.44, -1.02, 2.49], [-8.65, -1.31, 4.67], [-6.20, -0.14, 2.99], [-6.30, -0.57, 4.75], [-7.12, 0.94, 4.10], [-9.14, -4.85, 3.68], [-10.44, -4.33, 4.22], [-10.66, -4.39, 5.44], [-11.20, -3.76, 3.37], [-9.13, -4.87, 2.59], [-9.17, -5.90, 3.95], [-8.35, -4.25, 4.12], [-10.22, -3.33, -3.56], [-10.93, -3.84, -4.76], [-10.58, -4.85, -5.35], [-11.79, -3.07, -5.17], [-9.43, -2.72, -3.99], [-9.94, -4.25, -3.04], [-10.87, -2.67, -2.99], [-14.31, -5.19, -0.38], [-13.35, -5.71, -1.44], [-13.06, -4.90, -2.32], [-12.85, -6.81, -1.23], [-14.03, -5.60, 0.59], [-15.24, -5.67, -0.67], [-14.37, -4.11, -0.47], [-8.83, 2.77, -2.90], [-8.47, 1.06, -2.95], [-9.64, 0.27, -3.92], [-7.55, 0.78, -3.45], [-8.40, 0.68, -1.93], [-9.23, -1.82, -0.50], [-10.54, -2.33, 0.52], [-12.00, -2.67, -0.34], [-10.20, -3.20, 1.08], [-10.74, -1.46, 1.15]]
}

Decreasing stability: version Q, version P

Version P
{
  "formula": "C4H7NOS2",
  "method": "ωB97M-V/def2-TZVPD",
  "gap_ev": 8.759,
  "total_charge": 0,
  "homo_ev": -8.59,
  "smiles": "CON1C[C@H](S)C1=S",
  "symbols": ["C", "O", "N", "C", "C", "S", "C", "S", "H", "H", "H", "H", "H", "H", "H"],
  "positions_angstrom": [[-2.17, 0.48, 0.79], [-1.72, -0.15, -0.44], [-0.43, -0.17, -0.60], [0.24, -1.37, -0.48], [1.61, -0.29, -0.73], [2.97, -0.23, 0.38], [0.58, 0.78, -0.52], [0.96, 2.49, -0.39], [-1.80, -0.20, 1.60], [-3.20, 0.55, 0.71], [-1.92, 1.70, 0.96], [0.19, -2.26, -1.39], [0.29, -1.84, 0.53], [1.87, -0.51, -1.80], [2.53, 1.01, 1.39]]
}

Version Q
{
  "formula": "C4H7NOS2",
  "method": "ωB97M-V/def2-TZVPD",
  "gap_ev": 8.907,
  "total_charge": 0,
  "homo_ev": -8.43,
  "smiles": "CC1=NSCOCS1",
  "symbols": ["C", "C", "N", "S", "C", "O", "C", "S", "H", "H", "H", "H", "H", "H", "H"],
  "positions_angstrom": [[-1.88, -1.56, -0.95], [-0.75, -0.72, -0.76], [-0.69, 0.51, -1.14], [0.74, 1.45, -1.16], [0.74, 2.10, 0.47], [1.05, 1.01, 1.43], [1.55, -0.26, 1.12], [0.35, -1.39, 0.47], [-1.60, -2.67, -0.94], [-2.60, -1.28, -0.02], [-2.46, -1.56, -1.98], [1.67, 2.68, 0.39], [-0.17, 2.54, 0.66], [1.71, -0.53, 2.10], [2.35, -0.34, 0.31]]
}

Version R
{
  "formula": "C4H7NOS2",
  "method": "ωB97M-V/def2-TZVPD",
  "gap_ev": 8.521,
  "total_charge": 0,
  "homo_ev": -8.92,
  "smiles": "CSNC(=O)C(C)=S",
  "symbols": ["C", "S", "N", "C", "O", "C", "C", "S", "H", "H", "H", "H", "H", "H", "H"],
  "positions_angstrom": [[-2.48, 0.96, -0.39], [-1.80, -0.27, 0.72], [-0.80, -1.15, -0.33], [0.57, -1.01, -0.45], [1.25, -1.82, -1.06], [1.23, 0.19, 0.20], [2.03, -0.16, 1.41], [1.17, 1.64, -0.50], [-3.14, 1.60, 0.21], [-1.68, 1.59, -0.83], [-3.08, 0.48, -1.20], [-1.17, -1.98, -0.74], [2.57, 0.73, 1.77], [1.36, -0.54, 2.21], [2.76, -0.97, 1.15]]
}

Decreasing stability: version R, version Q, version P

Version P
{
  "formula": "C5H6FNO",
  "method": "ωB97M-V/def2-TZVPD",
  "gap_ev": 10.873,
  "total_charge": 0,
  "homo_ev": -10.01,
  "smiles": "C#C[C@@H](F)C(=O)NC",
  "symbols": ["C", "C", "C", "F", "C", "O", "N", "C", "H", "H", "H", "H", "H", "H"],
  "positions_angstrom": [[1.41, 2.19, -1.96], [1.33, 1.32, -1.17], [1.38, 0.14, -0.29], [1.76, 0.54, 1.01], [-0.01, -0.55, -0.25], [-0.42, -1.12, -1.25], [-0.60, -0.43, 0.95], [-1.89, -1.07, 1.13], [1.65, 3.04, -2.55], [2.09, -0.62, -0.69], [-0.10, 0.13, 1.60], [-2.69, -0.26, 1.25], [-2.09, -1.61, 0.23], [-1.82, -1.70, 1.97]]
}

Version Q
{
  "formula": "C5H6FNO",
  "method": "ωB97M-V/def2-TZVPD",
  "gap_ev": 10.113,
  "total_charge": 0,
  "homo_ev": -9.34,
  "smiles": "F[C@@H]1[C@@H]2C=NOC[C@H]12",
  "symbols": ["F", "C", "C", "C", "N", "O", "C", "C", "H", "H", "H", "H", "H", "H"],
  "positions_angstrom": [[1.13, 0.08, 1.77], [1.38, 0.09, 0.42], [0.46, 0.86, -0.50], [-0.79, 1.43, 0.07], [-1.67, 0.81, 0.75], [-1.44, -0.53, 1.00], [-0.79, -1.28, -0.02], [0.49, -0.65, -0.51], [2.44, 0.12, 0.20], [0.93, 1.44, -1.30], [-1.01, 2.49, -0.10], [-1.47, -1.39, -0.88], [-0.62, -2.27, 0.40], [0.96, -1.18, -1.32]]
}

Decreasing stability: version P, version Q

Version P
{
  "formula": "C5H6FNO",
  "method": "ωB97M-V/def2-TZVPD",
  "gap_ev": 9.148,
  "total_charge": 0,
  "homo_ev": -9.96,
  "symbols": ["C", "C", "C", "C", "C", "N", "O", "F", "H", "H", "H", "H", "H", "H"],
  "positions_angstrom": [[1.75, 0.93, -0.59], [1.86, 0.96, 0.70], [0.96, -0.09, -1.30], [-1.16, 0.25, -0.30], [-0.71, -0.44, 0.98], [-0.28, -0.35, -1.21], [-1.05, -1.73, 0.90], [-1.18, 0.15, 2.13], [1.95, 1.75, -1.21], [0.36, -0.22, 1.00], [1.45, -0.58, -2.02], [-2.16, -0.04, -0.58], [-1.05, 1.42, -0.22], [-0.74, -2.03, 1.72]]
}

Version Q
{
  "formula": "C5H6FNO",
  "method": "ωB97M-V/def2-TZVPD",
  "gap_ev": 9.778,
  "total_charge": 0,
  "homo_ev": -8.88,
  "smiles": "Cc1nc(C)c(F)o1",
  "symbols": ["C", "C", "N", "C", "C", "C", "F", "O", "H", "H", "H", "H", "H", "H"],
  "positions_angstrom": [[1.26, -0.10, 2.44], [0.61, 0.03, 1.14], [0.75, 0.93, 0.22], [0.02, 0.54, -0.87], [-0.33, 1.48, -1.92], [-0.47, -0.62, -0.53], [-1.45, -1.29, -1.19], [-0.20, -0.98, 0.74], [1.67, 0.97, 2.67], [2.04, -0.89, 2.46], [0.43, -0.46, 3.02], [-1.01, 2.25, -1.46], [-0.90, 1.09, -2.69], [0.65, 2.00, -2.29]]
}

Decreasing stability: version Q, version P

Version P
{
  "formula": "C4H10O",
  "method": "ωB97M-V/def2-TZVPD",
  "gap_ev": 9.853,
  "total_charge": 0,
  "homo_ev": -8.93,
  "symbols": ["C", "C", "C", "C", "O", "H", "H", "H", "H", "H", "H", "H", "H", "H", "H"],
  "positions_angstrom": [[-1.15, 1.46, 0.74], [0.09, 1.02, 0.00], [0.03, 0.56, -1.31], [0.70, -1.81, 0.18], [1.13, 0.68, 0.69], [-2.05, 1.22, 0.17], [-1.18, 0.93, 1.70], [-1.13, 2.53, 0.95], [-0.83, 0.78, -1.93], [0.97, 0.45, -1.84], [0.16, -0.76, -0.68], [-0.12, -2.41, -0.20], [1.63, -2.30, -0.14], [0.61, -1.89, 1.28], [1.16, -0.47, 0.40]]
}

Version Q
{
  "formula": "C4H10O",
  "method": "ωB97M-V/def2-TZVPD",
  "gap_ev": 9.583,
  "total_charge": 0,
  "homo_ev": -8.89,
  "smiles": "C/C=C\\C.O",
  "symbols": ["C", "C", "C", "C", "H", "H", "H", "H", "H", "H", "H", "H", "O", "H", "H"],
  "positions_angstrom": [[0.16, -1.54, 0.52], [0.54, -0.11, 0.69], [-0.19, 0.97, 0.21], [-1.62, 0.83, -0.27], [-0.18, -1.74, -0.50], [0.99, -2.20, 0.74], [-0.67, -1.79, 1.21], [1.40, 0.09, 1.32], [0.00, 1.91, 0.72], [-2.35, 0.71, 0.54], [-1.90, 1.72, -0.83], [-1.75, -0.02, -0.94], [1.87, 0.25, -1.21], [2.82, 0.04, -1.26], [0.88, 0.88, -0.96]]
}

Version R
{
  "formula": "C4H10O",
  "method": "ωB97M-V/def2-TZVPD",
  "gap_ev": 10.199,
  "total_charge": 0,
  "homo_ev": -9.25,
  "smiles": "C=C(C)C.O",
  "symbols": ["C", "C", "C", "C", "H", "H", "H", "H", "H", "H", "H", "H", "O", "H", "H"],
  "positions_angstrom": [[-0.04, -0.20, 1.35], [-1.37, -0.19, 1.43], [-2.09, 1.05, 0.95], [-2.21, -1.30, 2.01], [0.49, -1.14, 1.42], [0.51, 0.65, 0.99], [-1.41, 1.92, 0.93], [-2.64, 0.94, 0.02], [-2.73, 1.42, 1.75], [-2.52, -2.00, 1.24], [-1.56, -1.83, 2.69], [-3.10, -0.87, 2.47], [4.79, 0.61, -4.68], [4.66, -0.31, -4.95], [4.93, 0.47, -3.72]]
}

Version S
{
  "formula": "C4H10O",
  "method": "ωB97M-V/def2-TZVPD",
  "gap_ev": 9.951,
  "total_charge": 0,
  "homo_ev": -9.08,
  "smiles": "C=CO.CC",
  "symbols": ["C", "C", "O", "H", "H", "H", "H", "C", "C", "H", "H", "H", "H", "H", "H"],
  "positions_angstrom": [[1.09, 0.06, -1.72], [2.09, 0.70, -1.12], [1.96, 1.39, 0.10], [1.41, -0.79, -2.32], [0.08, 0.42, -1.88], [3.12, 0.52, -1.35], [1.00, 1.35, 0.18], [-2.79, -1.02, 0.61], [-1.69, -0.90, 1.75], [-2.60, -1.96, 0.07], [-3.77, -1.15, 1.08], [-2.68, -0.12, 0.02], [-1.83, -1.46, 2.66], [-1.67, 0.16, 2.00], [-0.79, -1.23, 1.21]]
}

Decreasing stability: version R, version S, version Q, version P